Computed, not measured: C61H141Br3 as an isolated structure, with wB97M-V/def2-TZVPD.

Calculated values
2S+1: 2
HOMO (spin up / spin down): -11.367 / -11.367 eV
gap between HOMO and LUMO (spin up / spin down): 7.5 / 1.8 eV
total charge: +1

Geometry as XYZ:
```
205
C61H141Br3 | the Open Molecules 2025 dataset | wB97M-V/def2-TZVPD
C 6.4694 -0.6899 0.4952
Br 7.1674 0.3911 1.9907
Br 7.1942 -0.0608 -1.1805
Br 4.5706 -0.8945 0.5762
H 6.8338 -1.7077 0.6346
C -7.6034 1.1522 0.3715
C -6.1340 0.8327 0.5845
C -5.9700 -0.6751 0.4349
C -4.4906 -1.0546 0.1995
C -4.2746 -2.5087 0.2765
C -4.7188 -3.4015 -0.9282
H -7.8410 1.0855 -0.6902
H -7.7496 2.1789 0.7070
H -8.3638 0.6263 0.9489
H -5.6969 1.4315 -0.2145
H -5.7395 1.1170 1.5599
H -6.6274 -0.9750 -0.3812
H -6.2169 -1.0825 1.4153
H -4.1390 -0.6587 -0.7533
H -3.8302 -0.6216 0.9509
H -3.2064 -2.5546 0.4884
H -4.6719 -2.9134 1.2073
H -4.5462 -4.4194 -0.5787
H -5.7594 -3.2334 -1.2057
H -4.1583 -3.1014 -1.8136
C -8.4786 4.3247 -3.0983
C -7.4029 3.1700 -3.2189
C -6.2100 3.2917 -2.3028
C -5.0666 2.2617 -2.6318
C -3.7102 2.5554 -1.9719
C -2.6975 1.4280 -2.4042
H -8.8104 4.5804 -2.0919
H -9.3809 4.1850 -3.6937
H -8.0227 5.2865 -3.3334
H -7.9977 2.2864 -2.9878
H -7.1723 3.0878 -4.2810
H -6.6139 3.1589 -1.2992
H -5.7463 4.2603 -2.4893
H -5.3584 1.2157 -2.5372
H -4.9253 2.1292 -3.7044
H -3.3843 3.5099 -2.3851
H -3.6740 2.7537 -0.9007
H -2.5455 1.3994 -3.4832
H -1.7191 1.5971 -1.9545
H -3.0959 0.4453 -2.1520
C 2.4431 -7.8801 -4.3881
C 1.1490 -7.8473 -3.6370
C 0.6160 -6.4143 -3.3885
C -0.0651 -5.6583 -4.5521
C -0.8675 -4.4308 -4.0883
C 0.0698 -3.4077 -3.4374
H 3.1604 -7.1310 -4.0527
H 2.3648 -7.6427 -5.4491
H 2.8026 -8.9088 -4.4117
H 0.4474 -8.4605 -4.2025
H 1.3437 -8.3120 -2.6704
H 1.3846 -5.7356 -3.0186
H -0.0093 -6.5008 -2.4999
H 0.7135 -5.2202 -5.1767
H -0.7391 -6.1729 -5.2370
H -1.3644 -4.0400 -4.9763
H -1.6571 -4.6576 -3.3720
H 0.3371 -3.8246 -2.4664
H 0.9757 -3.2797 -4.0300
H -0.4425 -2.4462 -3.4038
C 8.2924 -4.1102 -3.6557
C 6.8885 -3.3604 -3.6799
C 6.1320 -3.8905 -2.4467
C 4.8285 -3.0869 -2.1138
C 3.7948 -3.0554 -3.2206
C 3.8460 -1.9208 -4.2454
H 8.2575 -5.1627 -3.3744
H 8.9416 -3.5931 -2.9492
H 8.8341 -4.0025 -4.5955
H 6.9835 -2.2751 -3.7143
H 6.2858 -3.6046 -4.5547
H 6.7920 -3.6028 -1.6283
H 5.9145 -4.9502 -2.3136
H 4.3041 -3.5096 -1.2568
H 5.0695 -2.0514 -1.8733
H 3.7950 -4.0254 -3.7177
H 2.7812 -3.0039 -2.8232
H 3.0233 -2.0816 -4.9420
H 3.7647 -0.9073 -3.8527
H 4.7104 -2.0465 -4.8975
C 2.6381 -2.6082 4.3573
C 2.0060 -1.2575 4.8048
C 2.0960 -0.9451 6.3064
C 3.5924 -0.8844 6.7566
C 3.7885 -0.4338 8.1927
C 5.1110 -0.9323 8.7850
H 3.1724 -2.4669 3.4178
H 1.8967 -3.4072 4.3629
H 3.4094 -2.9404 5.0521
H 2.5588 -0.4324 4.3556
H 0.9951 -1.0642 4.4460
H 1.5062 -1.6771 6.8582
H 1.6872 0.0330 6.5599
H 4.0511 -1.8659 6.6369
H 4.1130 -0.2758 6.0172
H 3.6807 0.6506 8.2119
H 3.0143 -0.8143 8.8589
H 5.9231 -0.6816 8.1025
H 5.2933 -0.5490 9.7890
H 5.1247 -2.0108 8.9420
C 3.9605 -9.2986 4.4894
C 3.2231 -7.8989 4.5812
C 2.5697 -7.5260 3.2323
C 2.2711 -6.0174 3.0174
C 1.6128 -5.6914 1.7015
C 2.4656 -5.8883 0.4227
H 4.4527 -9.5153 5.4375
H 4.6878 -9.4544 3.6926
H 3.2931 -10.1574 4.4171
H 2.4577 -7.9857 5.3524
H 3.9479 -7.1750 4.9537
H 1.5908 -8.0042 3.2665
H 3.2544 -7.8358 2.4428
H 1.6164 -5.7392 3.8433
H 3.1777 -5.4428 3.2069
H 0.7054 -6.2773 1.5551
H 1.2361 -4.6696 1.7481
H 3.4148 -5.3659 0.5425
H 2.6760 -6.9480 0.2783
H 2.0067 -5.3613 -0.4138
C 1.5047 2.1837 -2.9572
C 2.9188 2.6660 -3.1630
C 3.8457 2.2882 -2.1086
C 3.6311 3.0020 -0.8495
C 4.8740 3.0681 0.0431
C 4.5890 3.6789 1.3082
H 1.5430 1.1168 -2.7370
H 1.0241 2.2400 -3.9339
H 0.8501 2.7064 -2.2598
H 3.2542 2.4050 -4.1667
H 2.7754 3.7438 -3.2398
H 4.8637 2.5794 -2.3672
H 3.8512 1.2104 -1.9459
H 3.4458 4.0598 -1.0364
H 2.8792 2.5348 -0.2136
H 5.0995 2.0366 0.3138
H 5.7892 3.4945 -0.3676
H 3.5745 3.5010 1.6649
H 5.2669 3.4423 2.1283
H 4.6560 4.7668 1.2968
C -0.7557 6.1445 -2.4005
C -1.2553 7.2776 -1.5195
C -1.7237 6.8754 -0.1101
C -0.7053 6.0597 0.7442
C 0.3533 6.9765 1.3547
C 0.9634 6.1642 2.5232
H 0.1371 5.7121 -1.9489
H -0.4773 6.3982 -3.4234
H -1.5221 5.4176 -2.6695
H -0.3980 7.9458 -1.4379
H -1.8722 7.9028 -2.1648
H -2.7119 6.4175 -0.0653
H -2.0530 7.7123 0.5058
H -1.2490 5.6486 1.5947
H -0.2890 5.2137 0.1973
H 1.0908 7.1479 0.5706
H -0.1185 7.9080 1.6676
H 1.2142 5.1102 2.4037
H 1.8591 6.6160 2.9496
H 0.1626 6.1758 3.2625
C -1.3414 2.4048 1.6386
C 0.0775 1.9827 1.3033
C 0.2935 0.8007 0.4088
C -0.2753 -0.5047 0.9229
C 0.0417 -1.8324 0.1161
C 1.5966 -2.1233 0.0711
H -1.4802 3.1485 2.4233
H -1.9508 1.5092 1.7596
H -1.7484 2.8141 0.7140
H 0.6177 2.8316 0.8841
H 0.6081 1.8241 2.2421
H 1.3626 0.5893 0.3878
H -0.0375 0.9959 -0.6112
H 0.0822 -0.6492 1.9424
H -1.3593 -0.4275 1.0068
H -0.6430 -2.6466 0.3533
H -0.2233 -1.6879 -0.9313
H 2.0782 -2.1638 1.0480
H 1.8959 -3.0110 -0.4861
H 1.8946 -1.2273 -0.4733
C -4.4929 4.5731 2.4283
C -5.5970 5.0906 1.5452
C -5.7555 6.5838 1.3942
C -6.9373 7.0005 0.6929
C -6.9976 6.8840 -0.8670
C -5.6757 7.1648 -1.6375
H -4.7253 4.5739 3.4932
H -3.4910 4.9569 2.2361
H -4.4934 3.5069 2.2016
H -5.2493 4.7552 0.5681
H -6.6269 4.7673 1.6968
H -4.9120 7.1777 1.0421
H -5.9079 7.0356 2.3743
H -7.8659 6.5643 1.0610
H -7.0105 8.0497 0.9793
H -7.3039 5.8459 -0.9957
H -7.8352 7.3812 -1.3562
H -4.7699 6.8630 -1.1117
H -5.6618 6.6404 -2.5930
H -5.7314 8.2468 -1.7572
```

Results of the Mulliken charge analysis, in e, for atoms 1 through 6: -0.63, 0.06, 0.04, 0.59, 0.62, -1.47

---

Computed, not measured: C61H34ClF5N6O5Ti as an isolated structure, with wB97M-V/def2-TZVPD.

Calculated values
energy relative to the best compared isomer or geometry (same formula, charge and spin): 23.0 kcal per mole
2S+1: 3
HOMO (spin up / spin down): -0.554 / -1.609 eV
gap between HOMO and LUMO (spin up / spin down): 4.3 / 5.2 eV
total charge: -2

Geometry as XYZ:
```
113
C61H34ClF5N6O5Ti | the Open Molecules 2025 dataset | wB97M-V/def2-TZVPD
Ti -0.6836 0.1600 -0.3407
C -7.5161 -1.7930 2.1061
C -7.5937 -1.1996 0.8578
C -6.4485 -0.7410 0.2268
C -5.2115 -0.8652 0.8441
C -5.1422 -1.4722 2.0989
C -6.2821 -1.9332 2.7252
C -3.9367 -0.3986 0.2462
C -3.2701 -1.3142 -0.5784
C -3.7406 -2.6429 -0.8501
C -2.6707 -3.3550 -1.3017
C -1.5544 -2.4583 -1.3411
C -0.2482 -2.7962 -1.7060
C -0.0034 -4.2138 -2.0445
C 0.0131 -5.1549 -1.0183
C 0.2163 -6.4922 -1.2993
C 0.4058 -6.9124 -2.6055
C 0.3994 -5.9812 -3.6309
C 0.1956 -4.6400 -3.3546
C 0.8160 -1.8828 -1.8356
N 0.7788 -0.5789 -1.4191
C 1.8588 0.0560 -1.9732
C 2.1175 1.4295 -1.7807
C 2.9956 2.1935 -2.6661
C 4.3047 1.8388 -3.0116
C 5.0627 2.6361 -3.8488
C 4.5437 3.8176 -4.3558
C 3.2500 4.1938 -4.0153
C 2.4886 3.3927 -3.1933
C 1.5211 2.1427 -0.7115
C 2.0420 3.3452 -0.1682
C 1.4212 3.5370 1.0426
C 0.5068 2.4715 1.2152
N 0.5596 1.6507 0.1280
C -0.4230 2.2600 2.2871
C -1.7172 1.7706 1.9470
C -2.9236 2.0567 2.6505
C -3.9286 1.3861 2.0060
C -3.3274 0.6752 0.9262
N -2.0053 1.0115 0.8567
C -0.0789 2.4513 3.6762
C -0.8248 1.8031 4.6875
C -0.5400 1.9561 6.0256
C 0.5299 2.7359 6.4442
C 1.3366 3.3089 5.4725
C 1.0527 3.1605 4.1308
C 2.6170 -0.8810 -2.7287
C 1.9931 -2.0955 -2.6041
N -1.9694 -1.2076 -0.9734
H -8.4127 -2.1423 2.6020
H -8.5569 -1.0858 0.3762
H -6.5128 -0.2734 -0.7453
H -4.1736 -1.5804 2.5660
H -6.2084 -2.4013 3.6985
H -4.7399 -3.0057 -0.6792
H -2.6431 -4.3962 -1.5711
H -0.1324 -4.8171 -0.0019
H 0.2418 -7.2128 -0.4948
H 0.5552 -7.9623 -2.8182
H 0.5563 -6.3013 -4.6536
H 0.1769 -3.9098 -4.1530
H 4.7425 0.9468 -2.5870
H 6.0741 2.3415 -4.1053
H 5.1416 4.4411 -5.0084
H 2.8313 5.1150 -4.4065
H 1.4741 3.6779 -2.9500
H 2.8194 3.9527 -0.5944
H 1.5470 4.3907 1.6819
H -3.0122 2.7249 3.4904
H -4.9709 1.3667 2.2688
H -1.6233 1.1350 4.4049
H -1.1492 1.4445 6.7613
H 0.7457 2.8635 7.4975
H 2.2078 3.8836 5.7674
H 1.7345 3.5902 3.4194
H 3.5039 -0.6748 -3.3019
H 2.3018 -3.0288 -3.0400
O 1.1520 -4.2556 3.6747
C 2.2791 -3.5773 3.6865
O 3.2337 -3.9416 4.3445
C 2.3382 -2.3420 2.8728
C 3.4100 -1.4609 2.8006
Cl 4.9524 -1.5217 3.5040
N 3.0612 -0.4372 1.9919
N 1.8308 -0.5937 1.5238
C 1.3676 -1.7231 2.0359
C -0.0557 -2.0427 1.7468
O -0.5582 -3.1028 2.1761
O -0.6655 -1.1473 1.1141
C 3.8017 0.7447 1.7706
C 4.4273 0.9560 0.5533
C 5.1576 2.1160 0.3687
C 5.2593 3.0448 1.3912
C 4.6163 2.8287 2.5986
C 3.8808 1.6765 2.7947
H 0.4178 -3.8358 3.0789
H 4.3236 0.2190 -0.2278
H 5.6430 2.3019 -0.5777
H 5.8361 3.9470 1.2411
H 4.6813 3.5625 3.3872
H 3.3518 1.5004 3.7183
F -3.4532 1.4661 -6.9157
C -2.9582 1.4579 -5.6524
C -3.1925 2.5265 -4.7953
F -3.9369 3.5653 -5.2421
C -2.6776 2.5310 -3.5115
F -2.9310 3.6053 -2.7297
C -1.8905 1.4649 -2.9745
O -1.4009 1.4646 -1.8040
C -1.6951 0.4019 -3.9080
F -0.9520 -0.6463 -3.4947
C -2.1996 0.3871 -5.1913
F -1.9593 -0.6533 -6.0183
```

Results of the Mulliken charge analysis, in e, for atoms 1 through 6: -1.22, -0.38, -0.78, 0.19, -0.73, 0.12

---

Calculated values (eV/Å) of max |F| for the records, taken in order: 4.28 2.38.